1.
C27H43N4NiO4SSbSi3 | ωB97M-V/def2-TZVPD

XYZ file:
```
84
C27H43N4NiO4SSbSi3 (ωB97M-V/def2-TZVPD)
Sb -0.143 0.632 -1.639
Ni 1.010 -0.832 0.134
S -0.744 0.607 2.129
Si 0.891 -0.513 -3.673
Si -2.676 0.528 -1.958
Si 0.419 3.099 -1.997
O -1.979 0.758 1.393
O 0.101 -2.287 -0.641
O 2.270 -2.060 1.022
O -0.130 -0.723 2.025
N 0.241 1.789 1.826
N 2.285 2.795 1.833
N 2.067 0.660 0.823
N -2.067 1.077 7.897
C 4.199 1.701 0.918
C 3.381 0.657 0.570
C 2.005 -3.221 1.380
C -0.443 -6.019 1.045
C -1.132 0.811 3.837
C -3.270 -1.060 -1.189
C -0.010 -3.448 -0.081
C 2.666 -0.852 -3.166
C -1.251 -5.542 -0.003
C -0.469 1.726 4.638
C 0.838 -3.951 0.949
C -3.023 0.554 -3.804
C 3.564 2.777 1.539
C -3.441 2.041 -1.177
C -0.445 3.688 -3.554
C 0.865 0.541 -5.224
C 3.010 -3.869 2.297
C 2.279 3.206 -2.207
C -2.439 0.094 5.717
C -1.038 -4.309 -0.552
C -1.777 1.012 6.537
C -0.791 1.825 5.982
C -2.119 -0.005 4.378
C 0.583 -5.232 1.489
C 0.015 -2.136 -3.984
C -0.153 4.139 -0.559
C 1.533 1.710 1.511
H 0.382 3.915 0.364
H 2.560 -4.038 3.276
H -0.169 3.101 -4.431
H -4.530 1.984 -1.264
H -1.663 -3.936 -1.352
H -3.115 2.954 -1.679
H 0.542 -2.702 -4.757
H -1.217 3.989 -0.365
H -0.003 -2.725 -3.066
H -0.155 0.801 -5.511
H 1.316 -0.014 -6.052
H 1.430 1.466 -5.096
H -4.358 -1.139 -1.263
H -1.530 3.636 -3.441
H -0.183 4.732 -3.747
H -4.103 0.554 -3.979
H -2.825 -1.919 -1.694
H 5.256 1.695 0.702
H -0.624 -6.990 1.483
H 3.226 -1.316 -3.983
H 3.344 -4.831 1.910
H -2.602 -0.316 -4.311
H 4.127 3.666 1.811
H 1.217 -5.601 2.284
H 2.621 2.631 -3.071
H -2.609 1.451 -4.269
H 3.758 -0.219 0.057
H 0.002 5.193 -0.807
H -1.828 1.945 8.348
H -2.059 -6.158 -0.379
H -3.179 2.100 -0.121
H 2.684 -1.535 -2.313
H -2.983 -1.093 -0.137
H -1.014 -1.989 -4.317
H -0.273 2.543 6.608
H 2.587 4.246 -2.350
H -2.982 0.748 8.159
H 3.858 -3.199 2.410
H 0.283 2.369 4.201
H -2.637 -0.713 3.744
H 2.792 2.823 -1.321
H -3.207 -0.544 6.139
H 3.183 0.067 -2.878
```

The spin multiplicity is 1. The energy above the lowest of the compared OMol25 structures with the same formula, charge and spin is 0.0 kJ/mol. The value obtained for the highest occupied orbital energy (alpha / beta) is -7.8 / -7.8 eV. Its LUMO energy (alpha / beta) is 0.0061 / 0.0067 Ha.

=====

2.
C17H17ClN3O2PbS2 | ωB97M-V/def2-TZVPD

XYZ file:
```
43
C17H17ClN3O2PbS2 (ωB97M-V/def2-TZVPD)
Pb -0.474 -0.026 -0.229
Cl -5.524 3.825 2.960
S 3.060 1.592 3.444
S 0.674 0.235 2.209
O -0.435 -2.755 -1.612
O 0.942 -3.000 0.142
N 2.979 1.096 0.974
N 1.727 -0.350 -2.704
N 2.460 0.599 -0.191
C -4.094 0.800 0.757
C -3.612 1.910 3.243
C 3.190 0.440 -4.926
C 2.096 -0.400 -5.067
C 1.940 1.228 4.804
C -4.590 2.443 2.421
C 3.538 0.876 -3.661
C 2.228 0.928 2.027
C -4.834 1.894 1.175
C -2.270 -0.889 1.088
C -2.880 0.817 2.814
C 2.781 0.459 -2.564
C 3.149 0.913 -1.216
C -0.115 -4.097 -1.961
C 0.215 -2.261 -0.469
C 1.400 -0.761 -3.921
C -3.099 0.221 1.561
H 3.763 0.750 -5.791
H -5.598 2.320 0.537
H 4.038 1.537 -1.110
H 1.788 -0.770 -6.036
H 0.965 -4.233 -2.036
H 4.384 1.534 -3.508
H 0.976 1.708 4.659
H -2.104 0.414 3.454
H -2.775 -1.511 0.347
H 2.427 1.635 5.691
H 0.536 -1.418 -3.969
H -0.494 -4.800 -1.216
H -0.587 -4.289 -2.923
H -1.857 -1.496 1.892
H -3.421 2.354 4.212
H -4.291 0.374 -0.222
H 1.799 0.156 4.921
```

Its net charge is -1. The spin multiplicity is 1. The energy above the lowest of the compared OMol25 structures with the same formula, charge and spin is 0.0 kJ/mol. The value obtained for the highest occupied orbital energy is -4.0 eV. Its LUMO energy is 0.0937 Ha.

=====

3.
C4H17N2O3 | ωB97M-V/def2-TZVPD

XYZ file:
```
26
C4H17N2O3 (ωB97M-V/def2-TZVPD)
O -1.828 0.986 1.053
O 1.296 2.340 2.045
O -0.278 0.363 3.219
N -1.031 0.091 -2.084
N 0.823 0.303 0.139
C -0.394 -1.168 -2.039
C -1.062 -2.317 -1.984
C 1.562 -0.820 -0.506
C 1.102 -1.093 -1.936
H -0.595 -3.235 -1.642
H -0.655 0.983 3.847
H 1.386 -1.685 0.132
H 1.167 0.403 1.090
H 1.428 -0.251 -2.549
H -0.193 0.190 -0.012
H 2.632 -0.659 -0.452
H -0.128 -0.491 3.636
H 0.526 2.639 2.526
H 0.872 1.216 -0.303
H 2.035 2.936 2.194
H -2.134 -2.447 -2.082
H -2.035 -0.001 -1.977
H -0.902 0.678 -2.898
H -1.751 1.127 1.999
H 1.603 -1.999 -2.266
H -2.766 0.768 0.988
```

Its net charge is +1. The spin multiplicity is 1. The energy above the lowest of the compared OMol25 structures with the same formula, charge and spin is 73.7 kJ/mol. The value obtained for the highest occupied orbital energy is -12.2 eV. Its LUMO energy is -0.1030 Ha.

=====

4.
C48H49BrIN15Ti | ωB97M-V/def2-TZVPD

XYZ file:
```
115
C48H49BrIN15Ti (ωB97M-V/def2-TZVPD)
I 1.749 0.313 -3.668
Br 0.152 -2.005 -5.748
Ti -0.578 0.263 0.400
N 4.295 -0.350 -0.534
N -0.283 2.107 1.447
N -2.633 0.734 -2.630
N -0.265 -1.638 -0.376
N -2.920 2.872 -2.174
N 0.526 -7.647 -3.965
N -1.058 -0.481 2.286
N -4.975 -1.919 0.089
N -0.046 3.138 3.572
N 1.596 0.148 -0.092
N -1.133 1.663 -1.059
N -1.109 -0.927 7.150
N -2.576 -0.550 0.081
N 0.872 0.664 4.629
N 0.136 0.841 7.747
C 1.153 -3.232 -1.438
C 1.481 1.951 5.139
C 0.226 -5.303 -2.487
C 0.313 -0.279 2.324
C -0.319 1.483 -7.901
C -1.827 -0.393 -3.076
C -2.181 1.786 -1.919
C 0.819 0.865 3.119
C -0.980 4.265 3.373
C -4.923 -0.618 0.352
C -3.836 -2.533 -0.202
C -2.625 -1.852 -0.232
C -0.194 0.174 8.914
C 0.960 -2.043 -0.778
C -0.420 -7.537 -3.034
C -0.352 0.164 -7.475
C 0.062 -4.064 -1.723
C -3.886 2.620 -3.260
C -1.327 -2.442 -0.620
C 1.226 -5.415 -3.451
C -1.200 -3.637 -1.283
C -1.588 0.074 4.604
C -0.950 -0.938 8.508
C 3.376 -1.286 -0.737
C -0.407 -0.460 11.158
C 1.325 -6.600 -4.165
C -1.158 -1.599 10.768
C -0.446 0.348 5.278
C 0.851 2.116 -5.899
C 0.537 3.104 4.920
C 2.521 1.088 0.108
C -0.491 3.319 0.619
C -2.868 4.241 -1.673
C 0.095 2.145 2.705
C 2.022 -1.050 -0.531
C -0.460 0.136 6.718
C -3.720 0.074 0.361
C 1.826 -0.476 4.948
C -3.755 1.120 -3.499
C 3.868 0.836 -0.126
C 0.822 0.793 -5.476
C 0.223 -0.187 -6.259
C -0.299 2.857 -0.814
C -1.890 -0.192 3.219
C -0.620 -6.391 -2.279
C -1.437 -1.858 9.455
C 0.280 2.458 -7.116
C 0.088 0.448 10.252
H 2.190 2.058 0.452
H -5.856 -0.111 0.572
H -1.546 -0.255 -4.123
H -2.077 -4.222 -1.523
H -0.457 3.657 -1.531
H -1.837 3.936 2.796
H -1.496 3.706 0.760
H -1.515 -2.270 11.538
H -0.807 -0.601 -8.090
H 4.607 1.615 0.024
H 1.868 1.015 2.851
H -3.633 3.224 -4.132
H 2.418 2.073 4.597
H 0.474 1.787 7.739
H -0.915 -0.464 -2.497
H -2.402 -1.316 -2.997
H -3.673 1.132 0.588
H -2.445 -0.040 5.257
H -4.881 2.906 -2.922
H 1.969 -0.504 6.024
H 0.929 -1.167 2.251
H -2.639 4.283 -0.615
H -1.333 4.578 4.354
H -0.216 -0.303 12.212
H -3.857 4.673 -1.806
H 0.325 3.484 -7.459
H -3.506 0.883 -4.532
H -2.945 -0.187 2.957
H 1.891 -4.593 -3.692
H 2.144 -3.528 -1.754
H -2.012 -2.721 9.148
H 3.730 -2.253 -1.072
H -0.495 5.112 2.894
H 0.664 1.307 10.568
H -1.048 -8.408 -2.882
H -0.287 3.084 5.639
H 2.768 -0.277 4.439
H 0.738 2.558 -0.962
H 0.220 4.103 0.884
H -3.890 -3.595 -0.412
H 1.731 1.826 6.186
H 2.081 -6.713 -4.934
H -4.657 0.570 -3.231
H -0.753 1.743 -8.858
H 1.350 2.868 -5.300
H 1.376 -1.404 4.610
H -2.157 4.848 -2.235
H 1.090 4.030 5.084
H -1.393 -6.385 -1.518
```

Its net charge is +4. The spin multiplicity is 1. The energy above the lowest of the compared OMol25 structures with the same formula, charge and spin is 0.0 kJ/mol. The value obtained for the highest occupied orbital energy is -16.7 eV. Its LUMO energy is -0.4288 Ha.

=====

5.
C5H9NO | ωB97M-V/def2-TZVPD

XYZ file:
```
16
C5H9NO (ωB97M-V/def2-TZVPD)
O -2.163 2.874 -0.868
N -1.448 0.925 0.137
C 2.454 -1.020 0.138
C -1.090 -0.366 -0.436
C -1.276 2.133 -0.554
C 1.334 -0.408 0.520
C 0.008 -1.067 0.381
H 0.112 -2.026 -0.151
H -1.912 -1.080 -0.479
H 3.360 -0.561 0.526
H 2.476 -1.859 -0.539
H -0.437 -1.434 1.311
H -0.226 2.481 -0.633
H 1.369 0.555 1.016
H -0.741 -0.115 -1.437
H -1.821 0.966 1.070
```

The spin multiplicity is 1. The energy above the lowest of the compared OMol25 structures with the same formula, charge and spin is 230.5 kJ/mol. The SMILES is C=CCCNC=O. The value obtained for the highest occupied orbital energy is -9.2 eV. Its LUMO energy is 0.0337 Ha.

=====

6.
C12H17N2 | ωB97M-V/def2-TZVPD

XYZ file:
```
31
C12H17N2 (ωB97M-V/def2-TZVPD)
N -0.396 -1.164 -1.302
N 1.746 0.187 0.087
C 2.005 1.718 1.683
C 0.946 -1.462 -1.487
C 2.697 0.805 0.902
C 0.459 0.709 0.351
C -2.481 1.662 0.006
C 1.891 -0.890 -0.699
C 0.606 1.647 1.364
C 4.163 0.562 1.042
C -0.736 -0.191 -0.449
C -2.150 0.188 -0.146
C -2.729 -0.854 0.926
C -1.402 -1.854 -2.132
H -3.354 -1.606 0.594
H 2.237 2.437 2.440
H 4.588 1.152 1.730
H -2.770 -0.126 -1.172
H 4.221 -0.387 1.421
H 1.043 -2.205 -2.206
H -1.933 -2.575 -1.531
H -2.144 -1.291 -2.673
H -3.317 -0.219 1.589
H 4.613 0.559 -0.028
H -1.805 -1.261 1.393
H -3.559 1.804 0.489
H -2.452 2.170 -0.923
H -0.185 2.278 1.856
H -0.966 -2.597 -2.920
H -1.795 2.089 0.663
H 2.960 -1.284 -0.867
```

Its net charge is +1. The spin multiplicity is 1. The energy above the lowest of the compared OMol25 structures with the same formula, charge and spin is 285.1 kJ/mol. The SMILES is Cc1ccc2c(C(C)C)[n+](C)ccn12. The value obtained for the highest occupied orbital energy is -12.1 eV. Its LUMO energy is -0.1481 Ha.

=====

7.
C30H25FIrN3O8S3 | ωB97M-V/def2-TZVPD

XYZ file:
```
71
C30H25FIrN3O8S3 (ωB97M-V/def2-TZVPD)
Ir -0.215 0.279 1.923
S -1.825 0.871 -2.499
S -1.070 -0.522 4.521
S 0.518 1.278 -0.528
F -0.797 -2.892 -4.225
O -1.374 -1.007 5.842
O -0.151 1.835 3.788
O -2.179 -0.037 3.719
O 1.928 -0.179 2.262
O 3.368 -1.754 2.934
O -0.193 0.832 4.919
O -0.239 -1.547 0.546
O -0.183 -1.397 3.746
N 2.666 -4.201 -0.171
N -1.700 1.721 1.263
N -2.129 1.551 -0.034
C -2.875 4.744 4.910
C -1.928 5.912 -3.858
C -3.162 3.980 3.805
C 0.026 -3.226 -3.203
C 1.768 -3.920 -1.195
C -0.755 4.154 -2.692
C 2.745 -5.792 -2.590
C -1.179 5.474 -2.771
C 3.217 -6.319 -1.240
C -1.664 4.584 5.606
C -4.026 2.491 1.534
C 3.735 -5.183 -0.369
C 4.988 -4.520 -0.945
C 1.784 -4.643 -2.400
C 0.838 -2.893 -1.001
C 2.781 -3.326 0.872
C -2.273 2.988 3.275
C -2.259 5.013 -4.864
C 0.904 -4.284 -3.398
C -1.079 2.822 4.056
C -2.612 2.355 2.047
C -1.187 1.307 -0.881
C -1.080 3.246 -3.700
C 2.424 -1.344 2.249
C -0.674 1.806 -3.565
C -0.037 -2.536 -2.024
C -0.791 3.609 5.157
C -1.839 3.690 -4.781
C 0.768 -2.175 0.293
C 1.939 -2.308 1.145
H 0.135 3.404 5.684
H -4.234 1.672 0.850
H 5.384 -3.786 -0.242
H -3.597 5.483 5.243
H -2.257 6.943 -3.916
H -2.113 2.983 -5.559
H 5.761 -5.267 -1.147
H -4.186 3.422 0.975
H 4.753 -3.994 -1.873
H 3.628 -3.471 1.533
H -0.187 3.803 -1.834
H 4.003 -7.065 -1.360
H 2.378 -6.796 -0.726
H -4.092 4.163 3.288
H 0.295 1.703 -3.074
H 2.253 -6.586 -3.154
H 0.899 -4.820 -4.340
H -0.735 -1.714 -1.878
H -0.660 1.291 -4.526
H 3.606 -5.474 -3.185
H -1.422 5.197 6.466
H -4.732 2.456 2.365
H 3.974 -5.584 0.615
H -2.852 5.340 -5.711
H -0.929 6.164 -1.973
```

Its net charge is -2. The spin multiplicity is 5. The energy above the lowest of the compared OMol25 structures with the same formula, charge and spin is 373.0 kJ/mol. The value obtained for the highest occupied orbital energy (alpha / beta) is 0.3 / -1.7 eV. Its LUMO energy (alpha / beta) is 0.1361 / 0.1361 Ha.

=====

8.
C4H6O2 | ωB97M-V/def2-TZVPD

XYZ file:
```
12
C4H6O2 (ωB97M-V/def2-TZVPD)
O -0.794 0.851 -1.467
O 0.992 -1.063 -0.324
C 1.018 0.243 0.228
C -0.336 0.108 0.879
C -0.136 1.071 -0.258
C -0.333 -1.272 0.232
H -0.355 -2.129 0.910
H 1.970 0.635 0.578
H -1.067 -1.386 -0.572
H -0.084 2.124 0.020
H -0.697 0.364 1.869
H -0.178 0.454 -2.094
```

The spin multiplicity is 1. The energy above the lowest of the compared OMol25 structures with the same formula, charge and spin is 279.2 kJ/mol. The value obtained for the highest occupied orbital energy is -9.5 eV. Its LUMO energy is 0.0351 Ha.

=====

9.
C10H16O8Rb2 | ωB97M-V/def2-TZVPD

XYZ file:
```
36
C10H16O8Rb2 (ωB97M-V/def2-TZVPD)
Rb -24.252 6.137 -13.704
Rb -26.869 9.046 -13.382
O -29.313 2.332 -8.833
O -28.438 6.635 -12.680
O -25.980 4.511 -12.337
O -27.882 0.662 -8.666
O -31.721 2.832 -11.643
O -30.674 1.707 -13.318
O -29.520 0.532 -10.169
O -31.088 3.888 -13.494
C -27.065 4.800 -11.523
C -27.848 6.123 -11.539
C -31.109 2.709 -12.843
C -28.348 2.818 -7.910
C -28.964 1.137 -9.323
C -31.927 4.652 -10.118
C -27.483 1.565 -7.636
C -32.227 4.185 -11.511
C -29.164 3.275 -6.671
C -31.468 4.943 -12.605
H -30.093 2.741 -6.518
H -32.520 4.217 -9.315
H -27.175 6.951 -11.177
H -26.410 1.698 -7.746
H -33.306 4.225 -11.667
H -30.653 5.542 -12.199
H -26.707 4.681 -10.468
H -32.008 5.746 -10.070
H -27.809 3.698 -8.252
H -28.546 3.242 -5.764
H -28.543 6.085 -10.668
H -29.270 4.361 -6.755
H -30.882 4.506 -9.822
H -27.774 3.946 -11.464
H -32.186 5.508 -13.197
H -27.723 1.145 -6.658
```

The spin multiplicity is 1. The energy above the lowest of the compared OMol25 structures with the same formula, charge and spin is 0.0 kJ/mol. The value obtained for the highest occupied orbital energy is -5.7 eV. Its LUMO energy is -0.0659 Ha.

=====

10.
C5H9F2N | ωB97M-V/def2-TZVPD

XYZ file:
```
17
C5H9F2N (ωB97M-V/def2-TZVPD)
F -0.248 2.338 0.237
F 1.755 2.647 -0.359
N -0.572 -1.390 -0.225
C 0.948 1.726 0.107
C 0.510 -1.303 -2.354
C -1.247 -1.670 0.822
C 0.011 -0.751 -1.090
C 1.344 1.171 1.417
H 0.760 0.891 -0.742
H 1.596 -1.631 -2.276
H 0.432 -0.574 -3.097
H -0.779 -1.811 1.778
H 0.536 0.706 1.879
H 0.122 -2.281 -2.843
H 1.827 1.882 2.119
H -2.313 -1.620 0.854
H 2.114 0.445 1.270
```

The spin multiplicity is 1. The energy above the lowest of the compared OMol25 structures with the same formula, charge and spin is 273.2 kJ/mol. The value obtained for the highest occupied orbital energy is -7.9 eV. Its LUMO energy is 0.0212 Ha.

=====

11.
C13H18B3F2N3O7 | ωB97M-V/def2-TZVPD

XYZ file:
```
46
C13H18B3F2N3O7 (ωB97M-V/def2-TZVPD)
F -0.763 1.810 -3.353
F -4.425 2.841 -4.121
O 2.919 0.367 -1.029
O -1.486 -0.420 -2.767
O -3.718 -0.363 -0.562
O -1.730 -1.756 0.427
O -2.475 0.341 1.639
O -3.629 2.086 0.094
O -3.147 3.864 -2.323
N 0.067 -1.713 2.550
N -3.230 1.320 -2.439
N 1.231 -4.513 1.398
C 0.914 -5.616 0.649
C 2.396 -0.651 -0.088
C -0.772 -1.556 1.562
C -3.567 2.726 -2.883
C 1.154 2.168 -0.639
C 2.073 -6.322 0.419
C -1.540 2.904 1.655
C 2.580 -4.502 1.641
C 3.128 -5.618 1.047
C -1.832 0.896 -2.832
C -0.811 3.671 0.368
C 2.743 1.718 -0.471
C 0.820 3.408 0.425
B -2.598 1.732 1.102
B -3.535 1.071 -0.973
B -2.671 -0.590 0.490
H 2.151 -7.245 -0.141
H 1.441 4.336 0.060
H 0.573 -3.815 1.719
H -2.155 3.764 2.207
H 3.026 -1.649 -0.069
H 1.044 2.599 -1.721
H 2.342 -0.213 1.002
H -0.108 -5.805 0.345
H 3.032 -3.705 2.215
H 0.401 1.267 -0.480
H 1.189 3.054 1.500
H -0.733 2.441 2.369
H -1.204 3.255 -0.665
H -0.965 4.843 0.451
H 4.174 -5.893 1.064
H 3.039 1.827 0.659
H 3.365 2.552 -1.050
H 1.293 -0.913 -0.451
```

The spin multiplicity is 1. The SMILES is COCCCCCB1OB(OC#N)OB(N(C(=O)F)C(=O)F)O1.c1cc[nH]c1. The value obtained for the highest occupied orbital energy is -8.0 eV. Its LUMO energy is -0.0598 Ha.

=====

Computed E_tot (eV) in order:
-124900.472, -65911.479, -13540.346, -174147.767, -8866.823, -15690.636, -90425.226, -8337.568, -28316.136, -12252.548, -40037.200